Record 1
C31H59ClO8 | the ωB97M-V functional and the def2-TZVPD basis

Net charge = 0
2S+1 = 1
SMILES = C=CCC1=CC(=O)C=C(CC(=O)Cl)C1=O.CCOCC.CCOCC.CCOCC.CCOCC.CCOCC
Calculated total energy = -2278.41452 hartree
Orbital gap = 6.730 eV

XYZ file:
```
99
Properties=species:S:1:pos:R:3:forces:R:3:lowdin_charge:R:1
C 0.765675 0.515271 -3.416420 0.29 -0.25 -0.22 -0.001
C 1.988220 0.838273 -4.021312 -0.32 -0.28 0.07 -0.149
C 3.227109 -0.082624 -3.846592 -1.52 0.05 -1.13 -0.134
C 3.769113 0.007774 -2.389185 -0.14 -0.22 -0.53 -0.114
C 4.531590 -0.999921 -1.933492 -0.30 0.78 0.59 0.053
C 5.018996 -0.900150 -0.488965 -1.45 0.34 0.01 -0.352
O 6.042033 -1.368608 -0.084545 0.64 -0.50 0.05 0.106
C 4.082280 -0.157565 0.498363 -0.40 0.68 -0.85 0.072
C 3.328809 0.867269 0.036993 -0.37 -0.61 0.01 -0.110
C 2.377340 1.754947 0.897840 0.23 -0.17 -0.35 -0.063
C 1.008090 2.136502 0.200367 1.76 -1.08 1.09 -0.761
O 0.890884 3.186386 -0.284018 -0.70 1.31 -0.82 0.066
Cl -0.381865 0.982580 0.185806 0.62 -0.04 0.21 0.640
C 3.461409 1.209551 -1.466470 0.22 -1.94 0.87 -0.298
O 3.363898 2.328654 -1.857667 -0.19 0.94 -0.47 0.148
H 0.122591 -0.297844 -3.820452 1.40 -0.89 1.57 0.057
H 0.389428 1.040420 -2.513315 -0.80 1.08 -1.85 0.017
H 2.032727 1.754437 -4.653991 0.91 0.36 1.98 0.105
H 2.838416 -1.128611 -3.967899 0.57 0.57 0.09 0.127
H 4.007922 0.137511 -4.605301 -0.33 -0.21 0.57 0.117
H 4.776510 -1.837729 -2.612498 0.16 0.44 0.79 0.136
H 4.087123 -0.459603 1.558590 0.13 0.08 -0.70 0.124
H 2.193501 1.336381 1.908480 0.15 -0.09 -0.73 0.123
H 2.895652 2.734743 1.028081 -0.59 -0.59 -0.15 0.135
C -0.795314 5.785496 -0.542372 -0.04 0.23 -0.11 -0.085
C -2.035846 5.435134 0.258397 0.07 -0.01 -0.12 -0.273
O -2.469598 6.472654 1.126891 -0.04 -0.02 0.26 -0.165
C -2.817649 7.700134 0.510416 -0.03 0.03 -0.05 -0.285
C -3.954512 7.580211 -0.489403 -0.03 -0.13 -0.09 -0.080
H 0.027349 6.052109 0.124336 -0.01 -0.08 -0.02 0.085
H -0.489001 4.938340 -1.153788 -0.01 0.04 0.06 0.059
H -0.964988 6.634537 -1.207674 -0.05 -0.04 -0.03 0.068
H -1.815356 4.576870 0.896024 -0.07 0.12 0.11 0.115
H -2.855276 5.126865 -0.400576 0.03 0.03 -0.05 0.108
H -1.934631 8.158028 0.052022 -0.02 -0.01 -0.10 0.107
H -3.127440 8.370782 1.315784 0.07 -0.16 0.09 0.106
H -3.694777 6.928740 -1.325523 0.03 0.08 -0.03 0.065
H -4.207454 8.560946 -0.896850 0.01 -0.02 0.04 0.077
H -4.841525 7.159471 -0.010791 0.03 0.06 0.01 0.082
C 0.421366 -5.588234 -3.061699 -0.06 -0.02 -0.10 -0.075
C 0.145871 -4.131207 -2.734669 -0.02 -0.09 0.03 -0.281
O 0.033964 -3.299172 -3.879159 0.15 0.20 -0.03 -0.177
C -0.998154 -3.625885 -4.794948 -0.08 -0.03 -0.03 -0.282
C -2.390396 -3.578690 -4.190085 -0.02 -0.03 0.16 -0.079
H 1.333542 -5.681391 -3.654513 0.00 0.00 0.07 0.085
H 0.539615 -6.167861 -2.144192 0.03 0.01 -0.05 0.073
H -0.389179 -6.037695 -3.637681 -0.02 -0.03 0.08 0.067
H 0.979397 -3.735015 -2.150788 -0.02 0.15 -0.13 0.114
H -0.746198 -4.030965 -2.105707 -0.03 -0.07 -0.02 0.105
H -0.801880 -4.599402 -5.256507 -0.06 -0.05 0.04 0.106
H -0.937408 -2.887921 -5.598026 0.15 0.02 0.11 0.117
H -2.510920 -4.307677 -3.386734 -0.03 -0.05 -0.07 0.065
H -3.142625 -3.794069 -4.951158 0.04 0.03 0.01 0.077
H -2.590807 -2.591281 -3.768231 0.01 -0.02 -0.06 0.080
C -2.492390 8.935926 4.784677 0.10 0.10 0.05 -0.075
C -3.984637 9.190886 4.668347 0.07 -0.01 -0.05 -0.282
O -4.549379 9.810903 5.813386 -0.16 -0.09 0.10 -0.161
C -4.029042 11.083983 6.156453 0.02 0.06 0.00 -0.284
C -4.202720 12.130053 5.069065 0.00 -0.04 -0.16 -0.083
H -2.277200 8.320400 5.660604 -0.04 -0.02 -0.05 0.083
H -2.124605 8.420594 3.894928 -0.04 -0.02 0.04 0.070
H -1.927102 9.863558 4.890705 0.00 0.00 -0.09 0.066
H -4.497871 8.234532 4.554195 -0.10 0.09 0.13 0.120
H -4.217544 9.774247 3.770079 0.09 0.03 -0.01 0.102
H -2.978774 10.996832 6.454670 0.05 0.04 -0.08 0.105
H -4.574572 11.405841 7.046132 -0.05 -0.18 -0.04 0.118
H -3.665529 11.863464 4.157111 0.06 0.05 0.05 0.064
H -3.824896 13.096540 5.407911 -0.03 -0.04 0.02 0.076
H -5.257549 12.237848 4.807396 0.03 0.01 0.05 0.081
C -0.159071 -2.314895 2.799227 0.01 -0.01 0.10 -0.074
C 0.896071 -2.498813 1.722381 -0.34 -0.11 0.00 -0.289
O 2.209614 -2.288401 2.183600 0.58 0.21 0.04 -0.182
C 2.672004 -3.138528 3.221592 0.02 -0.10 0.07 -0.274
C 2.675865 -4.610328 2.849342 -0.12 -0.05 -0.13 -0.077
H -0.083697 -1.319042 3.241690 -0.03 -0.01 -0.07 0.080
H -1.157962 -2.435702 2.375827 0.04 0.03 0.00 0.079
H -0.048832 -3.040362 3.606942 -0.05 -0.05 -0.05 0.067
H 0.744939 -1.762276 0.937222 0.05 0.11 -0.08 0.087
H 0.800166 -3.481321 1.245414 0.01 -0.05 0.08 0.107
H 2.098292 -2.964954 4.138014 -0.06 -0.07 0.00 0.108
H 3.696492 -2.826793 3.437432 -0.07 0.12 -0.12 0.118
H 1.671259 -4.979139 2.634207 0.01 -0.01 0.09 0.066
H 3.082188 -5.207694 3.667396 0.01 0.04 -0.02 0.078
H 3.283528 -4.777451 1.957363 0.02 0.02 0.06 0.083
C 1.471744 -11.603175 -2.942678 -0.15 -0.03 0.00 -0.080
C 1.969072 -10.341630 -2.258817 0.01 -0.09 0.02 -0.280
O 0.987057 -9.322313 -2.157903 0.03 0.21 -0.09 -0.170
C -0.182830 -9.648437 -1.426264 -0.04 -0.03 0.06 -0.284
C 0.084417 -10.021608 0.021475 0.14 -0.07 0.04 -0.080
H 1.097864 -11.373364 -3.942606 0.06 0.00 0.02 0.082
H 2.280552 -12.331070 -3.029387 -0.01 0.05 0.00 0.077
H 0.657298 -12.073607 -2.389456 0.07 -0.05 0.04 0.065
H 2.786762 -9.919246 -2.845431 -0.11 0.15 0.03 0.118
H 2.383532 -10.567328 -1.269957 -0.04 -0.07 0.00 0.106
H -0.743722 -10.436874 -1.939200 0.01 -0.07 0.06 0.107
H -0.814684 -8.757610 -1.449929 0.14 0.03 -0.13 0.114
H 0.704171 -10.916110 0.104426 -0.08 -0.03 0.01 0.065
H -0.854445 -10.217241 0.542792 0.02 0.03 -0.03 0.077
H 0.608544 -9.212196 0.534433 -0.06 0.00 -0.02 0.081
```
Forces are in eV/Å.



Record 2
C9H15N3O3 | the ωB97M-V functional and the def2-TZVPD basis

Net charge = 0
Energy relative to the best compared isomer or geometry (same formula, charge and spin) = 563.9 kJ/mol
2S+1 = 1
SMILES = O=NOC[C@H]1CNC(=O)C1.CCCC#N
Calculated total energy = -741.74914 hartree
Orbital gap = 9.518 eV

XYZ file:
```
30
Properties=species:S:1:pos:R:3:forces:R:3:lowdin_charge:R:1
O -3.876330 -0.133503 -2.490738 1.14 -1.66 0.29 0.053
N -3.091291 -0.941369 -2.076778 -0.94 1.90 -1.59 -0.057
O -3.323658 -1.179934 -0.758892 0.42 0.52 1.87 -0.142
C -2.217279 -0.663567 0.070270 1.08 0.09 1.33 -0.146
C -1.873765 0.868955 -0.224764 -0.20 -0.28 -0.20 -0.274
C -1.169807 1.760522 0.925273 1.18 -0.64 -2.36 -0.177
N -1.121642 3.107667 0.211494 -2.11 -0.37 -0.87 0.004
C -1.008098 2.880497 -1.263776 0.61 0.27 -1.40 -0.348
O -1.021477 3.740463 -2.178670 -0.09 -3.13 3.89 0.038
C -0.898425 1.263600 -1.429667 -0.06 0.35 -0.46 -0.069
H -2.611252 -0.734471 1.151735 0.47 0.05 -1.84 0.137
H -1.304338 -1.353810 0.030864 -1.31 1.00 -0.27 0.108
H -2.879857 1.343221 -0.493354 1.14 -0.52 0.54 0.143
H -0.067089 1.432057 0.882093 -1.97 0.39 0.99 0.086
H -1.657537 1.788594 1.959943 0.87 0.07 -1.65 0.135
H -2.119427 3.386400 0.341805 1.09 0.90 -0.28 0.122
H 0.172955 0.867252 -1.288881 -1.47 0.76 0.23 0.120
H -1.163249 0.914763 -2.484878 -0.05 0.73 1.53 0.116
C 2.653699 -1.883334 -0.593032 0.04 -0.02 -0.07 -0.107
C 3.375377 -1.317784 0.625864 0.04 0.02 -0.37 -0.267
C 2.653636 -1.623945 1.940524 -0.60 0.51 -0.20 -0.173
C 1.280847 -1.017500 1.922535 -2.31 0.86 0.29 -0.145
N 0.202163 -0.541001 1.908488 3.44 -1.82 0.22 0.170
H 1.660764 -1.442190 -0.714428 0.03 -0.05 0.06 0.056
H 3.217970 -1.666341 -1.502956 -0.05 -0.06 0.07 0.076
H 2.540771 -2.968761 -0.513420 -0.02 0.09 -0.03 0.080
H 3.481199 -0.235040 0.504594 0.03 -0.09 0.13 0.113
H 4.384763 -1.736783 0.667577 -0.08 0.05 0.14 0.110
H 3.214554 -1.211075 2.782615 -0.21 -0.01 0.01 0.117
H 2.565822 -2.703585 2.088561 -0.13 0.11 0.01 0.120
```
Forces are in eV/Å.



Record 3
C8H8 | the ωB97M-V functional and the def2-TZVPD basis

Net charge = 0
Energy relative to the best compared isomer or geometry (same formula, charge and spin) = 365.1 kJ/mol
2S+1 = 1
SMILES = C1=CC2=C(C=CC2)C1
Calculated total energy = -309.47473 hartree
Orbital gap = 8.133 eV

XYZ file:
```
16
Properties=species:S:1:pos:R:3:forces:R:3:lowdin_charge:R:1
C 2.281668 -0.192192 0.069298 -3.28 2.83 -1.30 -0.072
C 1.323853 -1.088111 -0.163426 1.28 -2.44 0.97 -0.136
C -0.061604 -0.865642 -0.080561 -0.47 6.88 1.83 -0.102
C 0.014824 0.573492 0.100985 0.15 -0.11 -2.08 -0.111
C -1.310809 1.248641 -0.153572 2.50 -4.98 1.45 -0.010
C -2.174306 0.223844 -0.069368 -2.00 1.39 1.46 -0.150
C -1.532063 -1.098310 0.106639 -1.92 -3.29 0.46 -0.181
C 1.485796 1.088240 0.099463 -0.37 2.01 0.03 -0.146
H 3.305072 -0.326143 -0.103130 1.20 -0.16 0.23 0.085
H 1.770015 -1.975606 -0.159029 0.99 -4.59 -0.67 0.057
H -1.444110 2.240822 -0.166358 -0.78 3.39 -0.10 0.059
H -3.250646 0.360434 0.236056 1.06 -0.29 -1.03 0.121
H -1.852818 -1.511733 1.244675 1.09 0.97 -3.03 0.191
H -2.112367 -1.785994 -0.640014 1.37 0.64 1.31 0.139
H 1.814884 1.818674 0.883147 -0.75 -0.82 0.16 0.118
H 1.605816 1.839776 -0.752087 -0.08 -1.43 0.30 0.139
```
Forces are in eV/Å.



Record 4
C4H11IN3 | the ωB97M-V functional and the def2-TZVPD basis

Net charge = +1
Energy relative to the best compared isomer or geometry (same formula, charge and spin) = 110.8 kJ/mol
2S+1 = 1
Calculated total energy = -620.67532 hartree
Orbital gap = 9.153 eV

XYZ file:
```
19
Properties=species:S:1:pos:R:3:forces:R:3:lowdin_charge:R:1
C 0.059352 1.554974 0.005804 -0.44 -0.52 -0.58 -0.376
C -0.801270 -2.987288 1.080969 -1.24 1.56 2.05 0.007
C -1.361290 -2.092117 0.317736 -0.73 0.17 -1.71 -0.119
C 1.687856 0.324542 -1.392795 3.14 0.45 1.71 -0.468
N -0.183714 2.740929 0.669017 -0.45 -0.20 -0.25 0.169
N -0.871029 0.579134 -0.023021 -0.77 2.47 0.50 0.191
N 1.242610 1.450335 -0.668901 -0.90 2.67 2.24 -0.028
I 3.084377 -0.928868 -0.047144 -0.90 0.66 -0.86 0.632
H -0.559857 -3.860212 0.629838 1.80 -2.51 -1.06 0.038
H 0.934104 -0.325532 -1.656500 -1.63 -1.17 -0.63 0.018
H -0.838455 -2.918523 2.160072 -0.04 -0.17 0.01 0.079
H -1.276331 -2.186167 -0.766869 -0.26 -0.42 -0.03 0.079
H -2.039686 -1.312832 0.591382 -0.08 0.23 0.94 0.050
H 2.340155 0.615231 -2.206786 -0.14 -0.06 -0.04 0.064
H -1.092880 3.107634 1.093575 1.81 -1.36 -1.00 0.175
H 0.519076 3.462500 0.511394 -0.55 -0.18 0.17 0.119
H -1.772317 0.951534 0.300132 0.50 -0.63 -0.10 0.138
H -0.936273 -0.425669 -0.264220 1.27 1.11 -0.04 0.044
H 1.865580 2.250401 -0.333688 -0.40 -2.06 -1.30 0.189
```
Forces are in eV/Å.



Record 5
C29H21ClMgN6OS | the ωB97M-V functional and the def2-TZVPD basis

Net charge = 0
Energy relative to the best compared isomer or geometry (same formula, charge and spin) = 28.2 kJ/mol
2S+1 = 1
Calculated total energy = -2580.11664 hartree
Orbital gap = 6.565 eV

XYZ file:
```
60
Properties=species:S:1:pos:R:3:forces:R:3:lowdin_charge:R:1
Mg -0.784467 1.085589 0.362704 -0.22 0.63 -0.15 0.589
Cl -7.166285 1.322209 3.667395 0.09 0.02 -0.04 0.627
C -5.572752 1.577007 2.997933 -0.06 0.07 -0.01 -0.678
C -5.260343 2.815897 2.407550 -0.10 0.03 0.02 -0.096
C -4.018553 3.053428 1.890496 0.01 -0.02 0.01 0.008
C -3.001160 2.055309 1.897329 0.07 0.04 0.09 -0.354
O -1.836435 2.314034 1.427648 -0.42 0.06 0.01 -0.152
C -3.351717 0.800484 2.494029 0.11 -0.24 0.04 -0.135
C -2.361838 -0.225439 2.658520 -0.09 0.20 0.03 -0.063
N -1.242646 -0.203197 2.025036 0.28 -0.52 0.02 0.029
C -0.194084 -1.101404 2.301235 -0.15 0.39 -0.12 -0.197
C -0.300228 -2.373117 2.785111 0.08 -0.23 0.10 -0.008
C 0.861208 -3.141440 3.043799 -0.17 0.04 -0.02 -0.065
C 2.104725 -2.626941 2.829517 0.08 0.09 -0.04 -0.033
C 2.248842 -1.314168 2.309796 0.13 -0.10 0.05 -0.148
C 3.500724 -0.693936 2.082742 0.03 -0.14 0.04 0.000
C 3.549214 0.567908 1.574939 -0.08 0.10 -0.04 -0.036
C 2.339080 1.212784 1.235704 0.05 0.00 -0.09 -0.103
N 1.161211 0.676299 1.432326 0.05 -0.41 0.14 0.093
C 1.101637 -0.569721 2.007726 -0.20 0.30 -0.09 -0.138
C -4.630786 0.596017 3.054568 0.02 -0.04 0.02 -0.082
H -6.021724 3.585005 2.373907 0.01 0.00 0.00 0.105
H -3.768290 4.004017 1.438515 -0.01 0.00 0.01 0.121
H -2.570406 -1.010500 3.392832 0.00 0.03 0.03 0.133
H -1.278163 -2.796268 2.978651 0.02 -0.03 0.00 0.111
H 0.751997 -4.147733 3.426357 -0.01 0.00 0.00 0.107
H 2.991773 -3.208722 3.046583 0.00 0.01 0.00 0.114
H 4.409793 -1.233873 2.321045 -0.01 0.00 0.00 0.121
H 4.489104 1.072482 1.400537 -0.01 0.00 -0.01 0.109
H 2.348880 2.178876 0.742995 0.01 0.00 0.01 0.115
H -4.861207 -0.350800 3.529622 0.01 0.00 -0.01 0.110
N 0.927465 4.512463 -1.796018 -0.17 0.06 -0.11 0.054
C 0.307193 3.302012 -1.696806 0.30 -0.04 0.27 -0.917
S -1.394790 3.207242 -1.585673 0.31 -0.04 0.07 0.582
N 1.166472 2.271506 -1.682828 -0.55 -0.02 0.16 -0.009
N 0.498823 1.140671 -1.331736 0.45 -0.09 -0.43 -0.082
C 0.796992 0.023009 -1.885743 -0.26 -0.24 0.06 -0.182
C 1.839466 -0.145386 -2.927756 0.02 0.00 0.08 -0.182
C 1.518741 -0.641488 -4.186919 -0.01 0.00 -0.04 -0.037
C 2.499390 -0.774779 -5.159940 0.01 0.01 0.04 -0.077
C 3.810649 -0.420715 -4.875462 0.00 0.00 0.00 -0.088
C 4.137337 0.073533 -3.619250 -0.04 -0.01 -0.01 -0.075
C 3.154364 0.216351 -2.653089 0.06 -0.01 -0.01 -0.030
C -0.096237 -1.110061 -1.506339 0.15 0.24 -0.04 -0.185
C 0.163254 -2.415792 -1.905007 0.00 -0.10 -0.05 -0.001
C -0.759727 -3.404792 -1.616901 0.03 -0.03 -0.02 -0.044
C -1.920617 -3.070254 -0.938357 -0.01 0.01 0.00 -0.049
C -2.078281 -1.758295 -0.531760 -0.01 0.16 0.10 -0.110
N -1.194084 -0.796170 -0.792317 0.20 -0.21 -0.04 0.083
H 0.360614 5.293641 -2.071349 0.00 0.02 -0.02 0.071
H 1.894062 4.503331 -2.075665 0.01 0.01 -0.02 0.086
H 0.492990 -0.909350 -4.411587 0.00 0.01 -0.01 0.122
H 2.237673 -1.150201 -6.140624 0.00 0.00 0.00 0.103
H 4.576509 -0.523966 -5.633345 0.00 0.00 0.00 0.101
H 5.157615 0.357076 -3.395175 0.00 0.00 -0.01 0.102
H 3.397232 0.623324 -1.680318 0.00 0.01 0.00 0.102
H 1.075031 -2.636820 -2.441387 -0.02 -0.02 0.01 0.118
H -0.576496 -4.426949 -1.923040 0.00 0.01 0.00 0.112
H -2.680765 -3.804593 -0.713156 0.00 0.00 0.00 0.107
H -2.947962 -1.454654 0.040400 0.00 -0.01 0.00 0.119
```
Forces are in eV/Å.